Run 1
14
Properties=species:S:1:pos:R:3:lowdin_spin:R:1 method="wB97M-V/def2-TZVPD" lumo_energy_ev="3.42 / 3.49" charge=-1 multiplicity=2 orbital_gap_ev="2.1 / 9.8"
O -0.650 -1.506 -6.002 0.397
N 1.339 1.381 1.001 0.039
C -0.659 0.130 1.957 0.062
C 0.242 1.368 1.900 0.039
C -0.489 -1.057 2.660 0.089
H -0.065 -2.098 -6.498 0.084
H -1.129 -1.866 2.415 0.014
H 1.355 0.616 0.438 0.048
H 0.566 1.491 2.905 0.005
H 2.224 1.467 1.417 0.017
H -1.309 0.049 1.072 0.032
H -0.346 2.324 1.637 0.008
H -0.133 -1.281 -5.102 0.158
H 0.095 -0.971 3.621 0.007

---

Run 2
14
Properties=species:S:1:pos:R:3:lowdin_spin:R:1 method="wB97M-V/def2-TZVPD" lumo_energy_ev="3.07 / 3.44" charge=-1 multiplicity=2 orbital_gap_ev="1.6 / 8.5"
O -0.680 -5.272 4.615 0.109
N 1.541 1.747 -1.375 0.060
C -0.531 2.209 -0.396 0.281
C -0.437 0.861 -2.598 0.101
C 0.128 1.515 -1.599 0.112
H -1.401 0.375 -2.620 0.018
H 0.203 0.635 -3.450 0.012
H -0.808 -4.346 4.907 0.030
H -1.499 1.755 -0.140 0.046
H -0.529 3.303 -0.411 0.070
H 0.184 -5.372 5.044 0.025
H 2.094 1.474 -2.178 0.026
H 1.615 2.715 -1.073 0.069
H 0.059 1.918 0.487 0.042

---

The structure with the least stability is run 1.

---

Run 1
9
Properties=species:S:1:pos:R:3:lowdin_charge:R:1 method="wB97M-V/def2-TZVPD" lumo_energy_ev="-2.88 / -2.90" orbital_gap_ev="5.3 / 5.2"
S -0.965 0.364 -1.255 0.510
N 1.947 -0.624 -0.743 0.127
C 2.236 0.333 -0.076 -0.244
C -1.884 -0.348 0.133 -0.595
H 1.571 1.000 0.471 0.061
H 3.176 0.830 0.083 0.075
H -2.280 0.245 1.074 0.072
H -1.061 -0.880 0.580 -0.017
H -2.740 -0.918 -0.268 0.011

---

Run 2
9
Properties=species:S:1:pos:R:3:lowdin_charge:R:1 method="wB97M-V/def2-TZVPD" lumo_energy_ev=0.78 orbital_gap_ev=9.8
S 1.299 -1.021 0.197 0.638
N -2.628 -0.647 -0.046 0.044
C 1.679 0.720 -0.096 -0.468
C -3.016 0.345 0.378 -0.084
H 2.762 0.647 -0.407 0.051
H 0.104 -0.727 0.430 -0.261
H -2.477 -1.535 -0.442 0.062
H 0.977 1.137 -0.819 0.029
H 1.300 1.082 0.806 -0.012

---

The structure with the least stability is run 1.

---

Run 1
89
Properties=species:S:1:pos:R:3:lowdin_spin:R:1 method="wB97M-V/def2-TZVPD" lumo_energy_ev="1.62 / 1.90" charge=-1 multiplicity=2 orbital_gap_ev="5.8 / 6.2"
Br -1.352 -0.493 5.434 0.000
Br 3.943 -2.572 6.319 -0.001
Br 0.964 -1.722 7.533 0.002
Br 4.526 -2.130 3.039 0.001
V 0.711 -0.308 0.533 1.037
S -0.329 3.519 -2.565 0.000
O 2.065 -0.994 1.675 0.016
O -0.018 2.414 -1.617 0.001
O 1.547 -3.376 -0.212 0.003
O -0.204 -0.382 2.597 -0.013
O -0.045 -2.145 0.773 0.000
N 0.250 -0.838 -1.501 -0.012
N -1.267 0.413 0.615 -0.013
N 2.262 0.342 -0.631 -0.012
N 0.879 1.576 1.283 -0.011
C 2.131 0.447 -1.935 0.003
C -1.010 4.781 1.347 0.001
C 2.988 1.503 -4.093 0.001
C -0.158 2.377 1.225 0.001
C 3.444 0.906 0.006 -0.001
C -0.838 -1.732 -1.895 -0.001
C 1.039 -0.398 -2.451 0.002
C -0.689 2.736 -4.139 0.000
C -2.380 4.687 1.525 -0.002
C 2.850 -1.706 3.819 0.008
C 1.892 -1.189 2.976 -0.004
C -0.130 -4.445 1.115 0.000
C 0.554 -3.253 0.491 0.002
C -2.006 4.033 -2.187 0.000
C -1.385 -6.657 2.234 0.000
C 1.556 -0.307 -4.950 0.001
C -1.430 1.642 1.021 0.001
C -2.599 0.140 -1.990 0.000
C 2.595 -1.869 5.194 -0.001
C -3.096 3.494 1.586 0.001
C -2.431 -0.459 0.510 0.000
C 1.354 -1.513 5.695 0.008
C -0.053 3.788 1.239 -0.003
C 0.374 -0.994 4.837 0.000
C 0.189 -5.724 0.675 0.000
C -2.696 2.195 1.368 -0.003
C 0.616 -0.831 3.472 0.002
C -0.443 -6.828 1.228 0.000
C 2.883 1.346 -2.723 -0.005
C -1.975 -1.069 -2.674 0.000
C -3.338 -0.151 -0.688 0.000
C 0.957 -0.800 -3.811 -0.005
C 2.427 0.764 -5.121 -0.005
C -1.069 -4.274 2.125 0.000
C -1.692 -5.380 2.686 0.000
C 3.159 2.259 0.640 0.000
C 2.154 2.078 1.765 0.002
H -0.432 -2.564 -2.479 0.000
H 2.550 1.338 2.465 0.000
H -2.657 3.160 -2.230 0.000
H 0.939 -5.829 -0.098 0.000
H 0.246 2.325 -4.516 0.000
H 3.465 2.056 -2.151 0.000
H 2.015 3.002 2.328 0.000
H 0.958 4.158 1.129 0.000
H -2.320 4.798 -2.898 0.000
H -0.609 5.790 1.307 0.000
H -3.307 0.597 -2.693 0.000
H 0.298 -1.635 -3.994 0.000
H -4.151 3.600 1.820 0.000
H 3.636 2.318 -4.402 0.000
H -1.996 4.435 -1.174 0.000
H -1.873 -7.519 2.672 0.000
H 2.763 2.953 -0.109 0.000
H -2.062 -1.477 0.470 0.000
H -1.237 -2.187 -1.000 0.000
H -3.009 -0.407 1.439 0.000
H -1.083 3.480 -4.832 0.000
H -2.741 -1.836 -2.840 0.000
H -3.961 0.718 -0.461 0.000
H -3.487 1.467 1.475 0.000
H -2.934 5.608 1.656 0.000
H 4.265 0.965 -0.712 0.000
H -1.408 1.934 -3.966 0.000
H -1.286 -3.271 2.476 0.000
H -1.625 -0.760 -3.663 0.000
H -1.815 0.875 -1.791 0.000
H 4.087 2.676 1.041 0.000
H 3.745 0.201 0.784 0.000
H -2.413 -5.244 3.483 0.000
H -4.021 -0.998 -0.821 0.000
H -0.196 -7.825 0.880 0.000
H 2.707 1.024 -6.134 0.000
H 1.271 -0.827 -5.860 0.000

---

Run 2
89
Properties=species:S:1:pos:R:3:lowdin_spin:R:1 method="wB97M-V/def2-TZVPD" lumo_energy_ev="1.55 / 1.91" charge=-1 multiplicity=2 orbital_gap_ev="5.8 / 6.2"
Br -1.331 5.209 5.421 -0.001
Br 1.804 4.326 4.956 0.000
Br -3.697 3.837 3.544 0.000
Br 2.534 2.142 2.608 -0.001
V 0.183 0.598 -0.382 1.047
S -1.445 -2.088 2.578 0.000
O 0.795 -0.989 0.895 0.012
O -0.733 -3.136 3.314 0.000
O -2.520 2.059 1.475 -0.010
O 0.084 1.512 0.934 -0.035
O 0.536 -0.278 2.976 0.006
N 0.308 -1.173 -1.520 -0.005
N 0.023 2.164 -1.642 -0.007
N -1.791 0.631 -0.827 0.000
N 2.038 0.595 -1.101 -0.007
C -2.454 3.786 -3.868 0.001
C 2.897 1.733 -0.883 0.000
C -1.876 3.419 3.274 -0.004
C -2.773 -0.272 -0.285 0.005
C 3.363 -3.203 4.161 0.000
C 4.141 -2.701 -3.398 0.003
C -3.105 -2.885 2.219 0.000
C 1.765 -2.731 -2.617 0.003
C 2.107 3.034 -0.800 0.000
C -1.621 2.535 2.187 -0.006
C 3.230 -2.205 1.578 0.000
C 3.848 -0.510 -2.222 0.002
C -1.660 -2.596 -2.268 0.000
C -0.209 2.228 1.962 0.000
C 4.338 -3.538 3.236 0.000
C -0.583 -2.281 -1.222 0.002
C 1.112 -0.956 2.118 0.003
C 1.492 -1.472 -2.012 0.002
C 4.546 -1.464 -2.936 0.001
C -2.220 1.664 -1.515 0.002
C 2.888 -3.265 -3.200 0.001
C -1.154 2.417 -2.172 0.003
C -2.586 -1.424 -2.574 0.000
C 1.112 3.057 -1.953 0.001
C -2.143 -0.931 3.824 0.000
C 4.271 -3.038 1.945 0.000
C -3.500 -1.030 -1.414 0.001
C -3.757 3.723 -3.414 -0.002
C -0.892 3.967 4.063 -0.006
C 0.751 2.723 2.841 -0.007
C 2.259 -1.855 2.510 0.000
C -1.315 3.258 -3.292 -0.002
C 2.330 -2.358 3.802 0.000
C -4.212 3.027 -2.299 0.001
C -3.565 2.106 -1.513 -0.002
C 0.438 3.608 3.863 -0.002
C 2.499 -0.426 -1.800 0.004
H -4.491 4.298 -3.963 0.000
H -2.266 -0.955 0.392 0.001
H 5.150 -4.196 3.519 0.000
H 0.001 -3.189 -1.025 0.000
H 1.551 3.136 0.131 0.000
H -3.421 -3.430 3.103 0.000
H -1.303 -0.576 4.407 0.000
H -2.289 4.386 -4.756 0.000
H 3.417 -3.597 5.165 0.000
H 2.804 3.873 -0.868 0.000
H 3.156 -1.815 0.571 0.000
H -5.251 3.204 -2.043 0.000
H -3.980 -1.920 -1.004 0.000
H -1.180 -2.905 -3.201 0.000
H -3.827 -2.123 1.948 0.000
H -0.391 3.500 -3.800 0.000
H -2.581 -0.103 3.279 0.000
H 4.871 -3.292 -3.938 0.000
H -2.877 -1.423 4.452 0.000
H -2.251 -3.439 -1.895 0.000
H -1.061 -2.047 -0.275 0.000
H 5.037 -3.295 1.226 0.000
H 3.569 1.867 -1.742 0.000
H 0.734 4.083 -2.094 0.000
H -4.281 -0.381 -1.817 0.000
H -2.958 -3.581 1.399 0.000
H -4.175 1.702 -0.719 0.000
H 0.920 -3.401 -2.670 0.000
H 2.775 -4.279 -3.572 0.000
H -1.975 -0.566 -2.861 0.000
H 4.484 0.302 -1.901 0.000
H 3.500 1.582 0.021 0.000
H 5.584 -1.211 -3.128 0.000
H -3.507 0.275 0.319 0.000
H 1.556 -2.093 4.505 0.000
H -3.210 -1.687 -3.433 0.000
H 1.623 2.748 -2.883 0.000

---

The structure with the least stability is run 2.

---

Run 1
53
Properties=species:S:1:pos:R:3:lowdin_charge:R:1 method="wB97M-V/def2-TZVPD" lumo_energy_ev=0.65 orbital_gap_ev=9.0 smiles="COc1ccc(OCCC(=O)OCC(=O)NCCC2=CCCCC2)cc1"
O -3.518 -1.012 -1.367 0.066
O 5.567 1.665 0.613 -0.087
O -0.616 -2.055 1.878 0.128
O 1.682 -1.970 -0.897 -0.068
O -1.054 -3.222 0.008 0.004
N -1.257 -0.918 -1.417 0.098
C 4.625 -0.469 0.760 0.006
C -3.155 0.980 2.028 -0.184
C 3.682 -1.421 0.426 -0.013
C -2.051 1.602 -0.124 -0.259
C -2.025 0.981 1.047 -0.061
C -2.432 -1.429 -1.023 -0.471
C -0.277 -2.826 1.022 -0.491
C 2.676 -1.114 -0.482 -0.252
C -1.177 0.353 -2.096 -0.156
C -4.215 2.021 1.679 -0.201
C -0.911 1.495 -1.100 -0.132
C -2.348 -2.650 -0.095 -0.045
C 5.572 2.972 0.092 -0.092
C 3.587 1.111 -0.710 -0.009
C 1.687 -3.310 -0.461 -0.179
C 2.649 0.155 -1.049 -0.004
C -3.244 2.393 -0.582 -0.155
C 1.090 -3.479 0.944 -0.042
C -4.497 1.981 0.182 -0.195
C 4.590 0.808 0.205 -0.280
H 4.652 3.509 0.345 0.096
H -4.766 0.965 -0.112 0.107
H -2.693 -2.329 0.895 0.132
H 0.986 -4.543 1.158 0.135
H 0.020 1.293 -0.566 0.099
H -0.800 2.426 -1.659 0.118
H -5.327 2.645 -0.070 0.108
H -1.159 0.403 1.343 0.100
H -3.045 3.460 -0.429 0.122
H 3.754 -2.396 0.882 0.106
H -3.607 -0.018 2.026 0.112
H 2.699 -3.730 -0.498 0.128
H -3.853 3.016 1.950 0.114
H 5.706 2.972 -0.994 0.095
H -3.397 2.240 -1.652 0.114
H 1.717 -3.018 1.707 0.119
H -2.766 1.151 3.035 0.111
H 1.060 -3.839 -1.184 0.133
H -0.388 -1.295 -1.064 0.115
H 1.882 0.382 -1.772 0.106
H -0.382 0.301 -2.846 0.115
H 6.419 3.472 0.559 0.093
H -2.135 0.508 -2.596 0.118
H -3.014 -3.427 -0.477 0.141
H -5.127 1.829 2.247 0.106
H 5.408 -0.701 1.464 0.121
H 3.526 2.084 -1.172 0.106

---

Run 2
53
Properties=species:S:1:pos:R:3:lowdin_charge:R:1 method="wB97M-V/def2-TZVPD" lumo_energy_ev=-0.17 orbital_gap_ev=8.1 smiles="COc1ccc(/C=C/C(=O)OCC(=O)NC2CCCCCC2)cc1OC"
O 0.508 -3.390 -0.462 0.109
O 0.967 -1.715 0.977 -0.034
O -6.395 2.135 0.437 -0.058
O -6.128 -0.296 -1.103 -0.113
O 4.543 -1.557 0.832 0.061
N 2.906 -0.175 0.053 0.115
C 4.694 0.358 -1.526 -0.152
C -1.538 -0.659 0.620 -0.013
C 3.376 -1.272 0.666 -0.457
C 6.799 2.077 0.168 -0.211
C -3.867 -0.475 -0.257 0.042
C 5.724 1.426 1.037 -0.194
C -1.155 -1.772 -0.026 0.018
C 4.304 1.790 0.601 -0.140
C -3.023 1.187 1.247 -0.032
C -2.815 0.009 0.528 -0.220
C -4.230 1.842 1.173 0.007
C 2.279 -2.218 1.172 -0.057
C -5.088 0.171 -0.340 -0.178
C -5.957 -1.489 -1.828 -0.075
C 5.702 1.384 -2.043 -0.193
C 6.977 1.433 -1.203 -0.211
C -5.283 1.364 0.391 -0.191
C -7.565 1.813 -0.283 -0.068
C 3.693 0.920 -0.513 -0.285
C 0.162 -2.390 0.119 -0.483
H 5.845 0.344 1.048 0.098
H -7.981 0.853 0.030 0.096
H 2.387 -3.178 0.653 0.135
H 3.636 1.723 1.463 0.113
H -7.384 1.795 -1.359 0.096
H -1.800 -2.301 -0.710 0.113
H -0.827 -0.194 1.291 0.119
H 2.429 -2.377 2.244 0.143
H 1.903 -0.067 0.051 0.136
H 5.860 1.783 2.061 0.109
H 4.298 2.832 0.273 0.109
H -8.269 2.610 -0.045 0.095
H -4.403 2.753 1.723 0.123
H 6.560 3.137 0.042 0.108
H -2.234 1.587 1.865 0.114
H -3.715 -1.385 -0.811 0.098
H 4.117 -0.047 -2.361 0.118
H -5.752 -2.338 -1.168 0.100
H 7.348 0.415 -1.074 0.115
H 5.245 2.374 -2.090 0.114
H 2.967 1.541 -1.053 0.145
H -5.158 -1.400 -2.571 0.099
H -6.905 -1.653 -2.339 0.097
H 5.982 1.107 -3.062 0.107
H 5.230 -0.472 -1.067 0.103
H 7.755 2.021 0.694 0.106
H 7.739 1.995 -1.749 0.106

---

The structure with the least stability is run 2.

---

Run 1
10
Properties=species:S:1:pos:R:3:lowdin_charge:R:1 method="wB97M-V/def2-TZVPD" lumo_energy_ev="-1.81 / -1.83" orbital_gap_ev="6.6 / 6.6"
S -1.882 -0.408 2.612 0.664
S -0.929 0.420 -2.199 0.677
P 2.805 -0.418 -0.536 0.670
N 1.341 0.250 -1.003 -0.489
N -0.729 -0.307 0.269 -0.078
C -0.025 0.082 -0.845 -0.891
C -0.639 -0.102 1.615 -0.709
H 1.416 0.788 -1.872 0.011
H 0.319 0.262 1.969 0.059
H -1.677 -0.567 -0.009 0.087

---

Run 2
10
Properties=species:S:1:pos:R:3:lowdin_charge:R:1 method="wB97M-V/def2-TZVPD" lumo_energy_ev="-1.91 / -1.91" orbital_gap_ev="6.5 / 6.5"
S 3.167 0.059 0.017 0.658
S -1.441 -2.070 0.077 0.678
P -1.480 2.142 0.131 0.723
N -1.534 0.506 -0.168 -0.466
N 0.641 -0.547 0.157 -0.074
C 1.581 0.414 0.010 -0.725
C -0.716 -0.584 0.028 -0.922
H 1.023 -1.481 0.298 0.095
H 1.211 1.429 -0.121 0.003
H -2.452 0.132 -0.429 0.031

---

The structure with the least stability is run 1.

---

Run 1
9
Properties=species:S:1:pos:R:3:lowdin_charge:R:1 method="wB97M-V/def2-TZVPD" lumo_energy_ev=3.56 charge=-1 orbital_gap_ev=8.0 smiles="NC(=S)OC([O-])=S"
S -0.344 2.771 0.111 0.551
S -4.204 -0.067 -0.339 0.567
O -2.078 -1.322 0.529 -0.052
O -1.989 1.007 0.542 -0.116
N -0.275 0.329 -0.823 0.078
C -0.974 1.285 -0.051 -1.119
C -2.749 -0.333 0.313 -1.048
H -0.663 -0.578 -1.114 0.092
H 0.511 0.719 -1.300 0.048

---

Run 2
9
Properties=species:S:1:pos:R:3:lowdin_charge:R:1 method="wB97M-V/def2-TZVPD" lumo_energy_ev=3.43 charge=-1 orbital_gap_ev=7.4
S -1.876 0.353 0.280 0.532
S -2.035 -1.740 0.062 0.308
O -0.325 1.760 0.084 -0.230
O 1.880 1.490 -0.034 -0.016
N -0.791 -0.649 -0.593 -0.800
C 0.511 -0.489 -0.057 -0.283
C 0.732 1.080 -0.002 -0.718
H 0.644 -0.862 0.970 0.103
H 1.260 -0.943 -0.711 0.105

---

The structure with the least stability is run 2.